No. 1
{
  "formula": "C24H38NO2P3Pt",
  "method": "wB97M-V/def2-TZVPD",
  "species": ["P", "C", "H", "H", "H", "C", "H", "H", "H", "C", "H", "H", "H", "P", "C", "H", "H", "H", "C", "H", "H", "H", "C", "H", "H", "H", "P", "C", "H", "H", "H", "C", "H", "H", "H", "C", "H", "H", "H", "Pt", "C", "O", "C", "O", "C", "C", "C", "C", "C", "C", "H", "H", "H", "H", "H", "H", "N", "C", "C", "C", "C", "C", "C", "C", "H", "H", "H", "H", "H"],
  "xyz": [[-0.04999, 2.82057, -1.27945], [-0.98289, 3.73419, -0.05262], [-1.04204, 4.79056, -0.35136], [-0.49180, 3.66043, 0.92403], [-1.99231, 3.31337, 0.03147], [1.68249, 3.22414, -1.10196], [2.29141, 2.82230, -1.91827], [2.05895, 2.84207, -0.14435], [1.76786, 4.32131, -1.10841], [-0.67524, 3.14804, -2.92842], [-0.49854, 4.20475, -3.17347], [-1.75549, 2.94515, -2.94599], [-0.17947, 2.50936, -3.67132], [-1.14988, -2.18192, -1.94698], [-2.69050, -1.98606, -1.02734], [-3.39015, -2.78655, -1.30440], [-3.12296, -1.00905, -1.25931], [-2.46533, -2.03279, 0.04128], [-1.65847, -2.06526, -3.69342], [-0.81197, -2.24006, -4.36452], [-2.05174, -1.05837, -3.87571], [-2.44501, -2.80407, -3.89627], [-0.67260, -3.92313, -1.71009], [-1.39434, -4.57474, -2.22007], [-0.67603, -4.14080, -0.63628], [0.33086, -4.10718, -2.10791], [2.15500, -1.22868, 1.82112], [1.43029, -1.35206, 3.45225], [2.22304, -1.45320, 4.20685], [0.78043, -2.23678, 3.49009], [0.83228, -0.46112, 3.67960], [3.16035, -2.66120, 1.45276], [3.84259, -2.83508, 2.29757], [3.74540, -2.51646, 0.53590], [2.50616, -3.53695, 1.33204], [2.99273, 0.32740, 1.57791], [3.79993, 0.41660, 2.31978], [2.25493, 1.12976, 1.72816], [3.41852, 0.40357, 0.56977], [0.84249, -0.67954, -1.47008], [-0.42453, 0.95609, -1.07465], [-1.58654, 0.81417, -0.70185], [0.75435, -1.31920, 0.52865], [-0.24081, -1.83721, 1.03222], [2.45615, -2.04414, -2.02532], [3.23549, -0.92751, -1.61274], [3.03489, 0.30035, -2.20689], [1.89508, 0.46491, -3.03420], [1.34323, -0.67608, -3.67284], [1.72060, -1.94791, -3.23095], [2.58420, -3.01074, -1.53515], [4.02845, -1.07481, -0.87326], [3.68861, 1.14778, -1.99140], [1.57919, 1.45396, -3.36832], [0.63451, -0.53494, -4.48992], [1.35101, -2.85097, -3.71861], [0.14082, 1.37224, 1.90148], [-0.87278, 1.33637, 2.48722], [-2.07238, 1.35974, 3.25894], [-2.46761, 0.22423, 3.98352], [-3.58052, 0.28805, 4.82622], [-4.32307, 1.47286, 4.91745], [-3.95569, 2.59342, 4.16148], [-2.83310, 2.53799, 3.33057], [-1.88868, -0.69784, 3.88416], [-3.86606, -0.58623, 5.41312], [-5.18900, 1.52334, 5.57879], [-4.53718, 3.51463, 4.22022], [-2.52757, 3.40492, 2.73948]],
  "atomic_forces_ev_per_a": [[-0.125, 1.621, 0.376], [-0.197, -0.095, 0.210], [0.029, -0.208, -0.063], [0.002, 0.016, -0.254], [0.115, 0.175, -0.089], [0.379, -0.368, -0.036], [-0.196, 0.284, 0.192], [-0.137, 0.174, -0.141], [-0.108, -0.171, 0.024], [-0.125, -0.381, -0.150], [0.011, -0.159, 0.081], [0.216, 0.121, -0.017], [-0.176, 0.291, 0.096], [-1.080, -1.126, -0.798], [0.101, 0.228, 0.223], [0.160, 0.175, 0.045], [-0.114, -0.226, 0.047], [-0.272, -0.045, -0.097], [0.216, 0.299, 0.089], [-0.294, -0.104, 0.037], [-0.031, -0.192, -0.083], [0.157, 0.147, 0.060], [0.227, 0.224, 0.198], [0.139, 0.125, 0.130], [-0.015, -0.114, -0.186], [-0.245, -0.148, 0.045], [0.766, 0.451, 1.182], [-0.336, -0.106, 0.092], [-0.034, -0.006, -0.219], [0.209, 0.103, 0.068], [0.223, -0.145, -0.131], [-0.103, -0.278, -0.363], [-0.122, 0.051, -0.127], [-0.089, -0.088, 0.383], [0.231, 0.093, 0.154], [0.110, 0.342, -0.235], [-0.145, -0.103, -0.073], [0.306, -0.309, 0.093], [-0.065, -0.085, 0.404], [-3.064, -1.431, 1.506], [-4.173, 0.931, 0.912], [3.244, 0.214, -0.902], [-2.787, -1.828, 2.908], [2.791, 1.557, -1.817], [0.834, -0.524, -0.579], [1.814, -0.607, 0.123], [-0.110, 1.071, -0.144], [2.056, 0.959, -1.789], [-0.136, 0.512, -0.447], [0.166, -1.049, -0.439], [0.048, 0.189, -0.305], [-0.236, 0.130, -0.456], [-0.220, -0.240, 0.098], [0.322, -0.405, -0.057], [0.183, -0.144, 0.219], [0.008, 0.270, 0.126], [-1.561, -0.303, 0.336], [1.060, 0.262, -0.396], [-0.404, -0.044, 0.116], [-0.129, -0.198, 0.289], [0.249, -0.001, -0.276], [0.267, 0.004, -0.167], [0.286, -0.077, -0.254], [-0.199, 0.261, 0.109], [-0.231, 0.241, 0.188], [0.068, 0.275, -0.205], [0.253, -0.018, -0.189], [0.179, -0.298, -0.001], [-0.167, -0.171, 0.329]],
  "lumo_energy_ev": [-12.9135, -15.8492],
  "e_homo_ev": [-18.581, -18.910],
  "e_above_lowest_kj_mol": 29.0,
  "charge": 4,
  "spin_multiplicity": 5,
  "energy_ha": -2284.2070
}


No. 2
{
  "formula": "C24H38O24",
  "method": "wB97M-V/def2-TZVPD",
  "species": ["C", "C", "O", "C", "O", "O", "H", "H", "H", "H", "C", "C", "O", "C", "O", "O", "H", "H", "H", "H", "C", "C", "O", "C", "O", "O", "H", "H", "H", "H", "C", "C", "O", "C", "O", "O", "H", "H", "H", "H", "C", "C", "O", "C", "O", "O", "H", "H", "H", "H", "C", "O", "C", "O", "O", "C", "H", "H", "H", "H", "H", "H", "C", "O", "C", "O", "O", "C", "H", "H", "H", "H", "H", "H", "C", "O", "C", "O", "O", "C", "H", "H", "H", "H", "H", "H"],
  "xyz": [[4.28499, -4.62031, 4.59418], [4.72654, -6.06212, 4.86143], [3.63050, -6.79435, 4.38845], [3.04220, -6.02835, 3.40026], [2.22700, -6.48981, 2.66364], [3.53961, -4.79745, 3.43102], [5.08938, -3.88930, 4.51243], [3.60307, -4.24745, 5.35842], [4.97096, -6.22546, 5.91104], [5.60720, -6.20699, 4.23567], [3.32674, 3.41923, 2.67295], [1.80283, 3.42291, 2.75299], [1.60348, 2.43772, 3.69564], [2.72285, 1.63618, 3.87423], [2.70974, 0.58033, 4.53674], [3.69943, 2.13831, 3.20292], [3.65530, 4.16952, 3.39213], [3.61817, 3.53525, 1.62907], [1.32795, 3.23954, 1.78916], [1.57796, 4.43291, 3.09568], [-3.66720, 5.14121, 0.91348], [-2.59002, 4.05038, 1.05141], [-3.19445, 3.11994, 1.93432], [-4.01893, 3.78673, 2.70642], [-4.68000, 3.26408, 3.56352], [-4.16494, 5.04353, 2.25065], [-4.50547, 4.84309, 0.28378], [-3.15296, 6.06979, 0.66575], [-1.63825, 4.44016, 1.41238], [-2.47786, 3.53935, 0.09519], [4.38766, -5.76627, -0.69739], [4.09225, -4.50861, 0.10220], [5.32656, -4.31084, 0.74690], [6.04439, -5.46484, 0.74255], [7.06517, -5.75289, 1.40082], [5.44008, -6.34876, -0.06918], [4.60777, -5.64309, -1.75781], [3.50497, -6.40093, -0.61892], [3.24941, -4.61539, 0.78506], [3.85027, -3.71163, -0.60091], [-0.96177, 5.54745, -4.65847], [-1.46580, 4.33108, -5.51633], [-1.73954, 3.39769, -4.47755], [-1.31315, 3.79022, -3.32303], [-1.42424, 3.13662, -2.25603], [-0.74394, 5.01539, -3.40876], [-1.75377, 6.26617, -4.44803], [-0.03178, 5.92894, -5.07999], [-0.66418, 3.98381, -6.16818], [-2.25194, 4.59356, -6.22428], [0.20005, 0.23694, -3.67577], [-1.10167, 0.30908, -4.28146], [-1.73883, -0.75224, -4.82663], [-2.81575, -0.59262, -5.38920], [-1.16076, -1.92460, -4.52992], [-1.53889, -3.09956, -5.07549], [0.73518, 1.18197, -3.76884], [0.70185, -0.58278, -4.18993], [0.04348, -0.05584, -2.63757], [-2.22873, -2.96388, -5.90845], [-2.03578, -3.80642, -4.41101], [-0.64414, -3.61021, -5.43154], [2.63367, -1.86875, 1.96987], [1.95950, -1.10751, 1.01542], [0.61838, -0.80700, 1.20739], [-0.05902, -0.91771, 2.31459], [0.15368, -0.14893, 0.05792], [-0.94648, 0.64608, 0.13257], [2.26929, -2.89516, 1.92714], [2.46210, -1.47174, 2.97038], [3.68980, -1.93026, 1.70733], [-1.94273, 0.21707, 0.02514], [-0.83936, 1.35417, -0.68916], [-0.97346, 1.35531, 0.95984], [-4.10478, 0.99154, -2.22856], [-5.16576, 0.48936, -1.38698], [-5.56976, 1.26472, -0.30089], [-5.08237, 2.42426, -0.13109], [-6.40022, 0.58511, 0.40121], [-6.86272, 0.87471, 1.70230], [-4.14380, 2.07098, -2.37480], [-3.81479, 0.37168, -3.07696], [-3.21508, 0.99698, -1.59888], [-7.42899, 0.02769, 2.08960], [-7.53118, 1.73567, 1.70499], [-6.01613, 0.98564, 2.37985]],
  "atomic_forces_ev_per_a": [[0.347, -0.115, 1.769], [1.032, 1.652, 0.309], [-0.463, 0.072, -0.472], [-0.147, -1.819, 0.543], [0.234, 0.746, -0.115], [-0.669, 0.664, -1.686], [-0.031, -0.233, -0.554], [-0.045, -0.027, 0.221], [-0.302, -0.354, -0.139], [0.126, -0.559, 0.009], [-0.542, 0.261, -0.258], [1.514, 0.979, -0.726], [-0.751, -1.798, 1.724], [-2.778, -3.055, 2.072], [0.243, 3.595, -2.056], [1.960, 0.451, -1.094], [0.686, 0.056, -0.479], [0.723, 0.011, 0.386], [-0.223, -0.327, 0.136], [-0.825, -0.235, 0.226], [1.199, -1.508, 0.660], [-0.569, -0.247, -2.269], [1.463, -0.298, 0.075], [-1.871, -0.695, -0.068], [0.431, 0.733, 0.233], [-0.696, 1.432, 1.171], [0.392, 0.244, -0.439], [-0.703, 0.271, 0.292], [-0.061, -0.107, 0.232], [0.438, 0.017, 0.062], [-2.912, 0.036, -1.067], [-0.454, -0.035, -1.509], [1.377, 0.172, 1.095], [2.417, -1.128, 1.976], [-3.475, 1.610, -2.128], [2.120, -1.000, 1.218], [0.079, 0.412, 0.004], [0.112, -0.329, -0.175], [0.363, -0.135, 0.310], [0.281, 0.387, 0.352], [-0.944, -0.037, -1.684], [1.432, 1.599, 0.344], [-1.385, -1.308, -1.964], [0.456, -0.834, 4.495], [0.395, 2.103, -3.406], [0.582, -1.706, 2.018], [0.139, 0.561, -0.938], [-0.172, 0.419, 0.165], [0.216, -0.454, 0.357], [-0.740, -0.367, 0.766], [-0.403, -1.470, -0.115], [-0.743, -0.206, -0.897], [-1.618, 1.284, 0.485], [1.906, -0.707, 0.513], [1.229, 2.441, 1.412], [-0.965, -2.354, -1.879], [-0.405, -0.032, -0.106], [0.577, 0.251, 0.220], [0.325, 0.215, 0.088], [0.048, 0.143, -0.137], [-0.017, 0.411, 0.595], [0.048, 0.019, -0.125], [-0.237, -1.118, 1.028], [-2.912, 1.225, -1.263], [-1.985, 1.160, 3.593], [3.582, 0.138, -5.767], [3.086, -3.214, 2.137], [-1.921, 2.921, -0.313], [-0.164, -0.075, 0.216], [0.234, 0.011, 0.013], [-0.080, 0.520, -0.044], [0.268, -0.744, 0.239], [-0.067, -0.220, -0.448], [0.179, -0.557, 0.696], [1.490, 1.025, 1.942], [-1.202, 0.357, 0.820], [4.081, 3.506, -2.262], [-2.155, -3.662, 0.075], [-1.057, -1.606, -0.222], [0.176, 0.564, 0.887], [-0.785, -0.162, -0.764], [-1.137, 0.006, -0.047], [0.283, -0.321, 0.092], [0.037, -0.192, -0.596], [0.318, 0.174, 0.012], [-0.015, 0.499, -0.067]],
  "lumo_energy_ev": [2.0270, 2.1108],
  "e_homo_ev": [0.409, -8.431],
  "charge": -1,
  "spin_multiplicity": 2,
  "energy_ha": -2742.9796
}


No. 3
{
  "formula": "C24H39Cl6N9",
  "method": "wB97M-V/def2-TZVPD",
  "species": ["C", "C", "N", "H", "H", "H", "C", "C", "N", "H", "H", "H", "C", "C", "N", "H", "H", "H", "C", "C", "N", "H", "H", "H", "C", "C", "N", "H", "H", "H", "C", "C", "N", "H", "H", "H", "C", "C", "N", "H", "H", "H", "C", "C", "N", "H", "H", "H", "C", "C", "N", "H", "H", "H", "Cl", "C", "C", "Cl", "H", "H", "H", "H", "Cl", "C", "C", "Cl", "H", "H", "H", "H", "Cl", "C", "C", "Cl", "H", "H", "H", "H"],
  "xyz": [[-3.05826, -1.40436, 1.78213], [-3.06539, -2.77445, 2.27713], [-3.06577, -3.84487, 2.68168], [-2.45526, -1.41399, 0.87476], [-2.67767, -0.71202, 2.52365], [-4.10744, -1.22791, 1.53471], [-0.40850, -3.53099, -2.30590], [-1.25468, -4.56703, -2.89570], [-1.95601, -5.36330, -3.32763], [0.15677, -3.95618, -1.47493], [-1.06176, -2.74863, -1.92744], [0.31968, -3.15203, -3.01672], [-1.00972, 2.68302, 2.80689], [-1.55350, 3.85333, 2.14578], [-1.94852, 4.75150, 1.55213], [-0.70767, 2.88906, 3.83365], [-0.10263, 2.37939, 2.28632], [-1.71376, 1.85635, 2.81652], [-0.25707, -1.71116, 5.16330], [-0.16470, -0.90745, 3.94410], [-0.09331, -0.25218, 3.01057], [-0.87227, -1.18455, 5.88952], [0.75275, -1.75446, 5.57828], [-0.60382, -2.71410, 4.94446], [0.01166, -5.07315, 3.07682], [0.34022, -4.12521, 2.00937], [0.55421, -3.40145, 1.14915], [-0.65476, -4.72895, 3.86157], [0.87080, -5.55150, 3.53985], [-0.55915, -5.83752, 2.53954], [-4.67365, 3.78937, -0.67958], [-3.60474, 2.82080, -0.35539], [-2.78524, 2.06612, -0.10104], [-5.02510, 4.29413, 0.21510], [-5.50074, 3.21241, -1.08973], [-4.23662, 4.47756, -1.39802], [-0.80314, 2.47712, -4.12057], [-1.33777, 1.53722, -5.11520], [-1.75061, 0.81061, -5.90072], [-0.52076, 3.39106, -4.63553], [0.03267, 2.03632, -3.58855], [-1.59809, 2.61020, -3.38659], [-3.71000, -0.70277, -2.99418], [-3.88597, -1.63942, -1.85350], [-4.00662, -2.33509, -0.94811], [-3.81894, 0.30758, -2.61600], [-4.51681, -1.00322, -3.66220], [-2.73337, -0.96585, -3.38583], [1.92256, -1.05926, -4.73121], [1.01512, -2.01635, -5.36246], [0.27680, -2.78161, -5.79096], [1.62031, -0.90244, -3.69697], [2.03924, -0.10833, -5.24297], [2.88493, -1.57721, -4.77071], [2.49971, 0.51588, -1.02057], [1.07970, 0.76222, 0.05425], [-0.04853, -0.15131, -0.36045], [-0.56265, -0.00329, -2.04163], [0.76423, 1.79913, 0.06850], [1.45906, 0.43189, 1.01843], [-0.91294, 0.11926, 0.24731], [0.16903, -1.20713, -0.21136], [3.78222, 7.12163, 1.30604], [4.18611, 5.64465, 0.40603], [3.77846, 4.39450, 1.13896], [2.03029, 4.06059, 0.95312], [5.25969, 5.58409, 0.23461], [3.65481, 5.66514, -0.54141], [3.97280, 4.34416, 2.20841], [4.31512, 3.52930, 0.74355], [3.38325, -1.56459, 3.04191], [4.38134, -1.44169, 1.55709], [5.50060, -0.42506, 1.69160], [6.51155, -0.75253, 3.15201], [3.71783, -1.26556, 0.71545], [4.80316, -2.42349, 1.34520], [5.12022, 0.58965, 1.74653], [6.21697, -0.54154, 0.88378]],
  "atomic_forces_ev_per_a": [[-0.485, -0.715, -0.251], [0.369, 0.347, 0.223], [0.076, -0.491, 0.251], [-0.126, 0.328, 0.066], [0.010, 0.038, 0.012], [0.241, 0.510, -0.177], [0.037, -0.486, 0.248], [0.216, 0.243, 0.028], [-0.092, -0.183, -0.093], [-0.161, 0.047, 0.089], [0.153, 0.144, -0.010], [-0.229, 0.115, -0.207], [0.393, -0.111, 0.239], [-0.009, 0.083, -0.070], [-0.116, 0.161, 0.072], [-0.148, 0.184, -0.005], [-0.104, -0.139, -0.067], [-0.053, 0.036, -0.175], [0.699, 0.518, -0.112], [-0.205, -0.413, 0.528], [0.045, 0.244, -0.452], [-0.230, -0.222, -0.038], [-0.062, -0.188, 0.034], [-0.216, 0.006, 0.055], [-0.378, -0.784, -0.643], [-0.096, 0.004, 1.022], [0.142, 0.263, -0.337], [-0.003, 0.537, -0.231], [0.245, 0.195, -0.225], [0.032, -0.192, 0.306], [0.651, -0.879, 0.111], [-0.837, 0.673, 0.089], [0.439, -0.558, 0.018], [0.221, 0.136, 0.039], [-0.042, 0.227, -0.256], [-0.375, 0.219, -0.035], [-0.519, -0.468, -0.297], [0.406, 0.110, 0.171], [-0.104, -0.101, -0.036], [-0.050, 0.159, 0.236], [0.185, 0.052, -0.144], [0.123, 0.440, 0.044], [-0.609, -1.726, 1.044], [0.147, 0.616, 0.018], [-0.016, -0.077, -0.100], [0.216, 0.138, -0.249], [0.215, 0.479, -0.443], [-0.015, 0.524, -0.479], [0.484, -0.799, -0.085], [-0.383, 0.673, 0.036], [0.013, -0.165, -0.102], [0.068, 0.067, 0.006], [-0.340, -0.059, -0.187], [0.167, 0.340, 0.336], [0.108, 0.384, -0.189], [0.121, -0.863, -0.254], [-0.316, -0.217, 0.854], [-0.004, 0.227, -0.376], [0.285, 0.089, -0.191], [-0.382, 0.227, 0.196], [0.024, -0.035, -0.041], [0.220, 0.078, 0.146], [0.068, 0.014, -0.050], [-0.010, -0.432, 0.208], [-0.039, -0.881, 0.258], [-0.050, 0.097, 0.029], [0.002, 0.359, 0.017], [0.133, 0.159, -0.076], [0.058, 0.624, -0.008], [-0.163, 0.102, -0.360], [0.036, 0.095, -0.316], [0.305, -0.598, -0.049], [0.030, -0.395, 0.296], [-0.231, 0.176, -0.193], [-0.056, 0.550, 0.074], [0.054, -0.077, 0.419], [0.086, 0.060, 0.093], [-0.272, 0.158, -0.300]],
  "smiles": "ClCCCl.ClCCCl.ClCCCl.CC#N.CC#N.CC#N.CC#N.CC#N.CC#N.CC#N.CC#N.CC#N",
  "lumo_energy_ev": 0.1430,
  "e_homo_ev": -10.886,
  "e_above_lowest_kj_mol": 69.4,
  "charge": 0,
  "energy_ha": -4191.7784
}


We obtain max |F| values of 4.424 6.790 2.107 eV/Å for the records listed above, in that order.